No. 1
Density functional theory data (ωB97M-V/def2-TZVPD) for 11 unconnected molecules or ions with the total composition C33H75F9O15S.

Output
Molecular weight, g/mol: 915.00
F_max, eV/Å: 3.41
E_tot, eV: -101438.9390
Net charge: 0
E_HOMO, eV: -9.82

Cartesian coordinates (Å):
1 C -2.8224 2.7377 -1.4004
2 C -2.4368 2.4663 -2.8786
3 C -3.0437 1.1240 -3.2690
4 O -4.1397 1.0307 -3.6580
5 O -2.1933 0.0639 -3.1635
6 C -2.7668 -1.0297 -2.4125
7 C -1.6829 -2.1346 -2.4258
8 C -1.7908 -3.1245 -1.2522
9 C -3.2711 -3.5576 -0.9672
10 S -3.9647 -2.9330 0.5751
11 O -4.3771 -1.5727 0.4499
12 O -5.0600 -3.7614 0.9377
13 O -2.8474 -2.9734 1.7417
14 C -1.5734 -3.4488 1.2698
15 C -1.0807 -2.6360 0.0333
16 C 0.4447 -2.8085 -0.0238
17 F 0.7119 -4.0576 0.4473
18 F 0.9283 -2.8211 -1.2753
19 C 1.2388 -1.8114 0.8852
20 F 1.5920 -2.4799 1.9991
21 F 0.5105 -0.7793 1.3036
22 C 2.5613 -1.2803 0.2747
23 F 3.1803 -0.6010 1.2601
24 F 3.3831 -2.2490 -0.0789
25 C 2.3769 -0.2631 -0.9178
26 F 2.9748 -0.8012 -1.9794
27 F 3.0171 0.8561 -0.7001
28 F 1.1324 -0.0472 -1.2576
29 H -2.3201 3.6134 -0.9849
30 H -3.9135 2.8425 -1.3519
31 H -2.5753 1.8355 -0.8239
32 H -1.3423 2.3669 -2.9334
33 H -2.7287 3.2582 -3.5725
34 H -3.6060 -1.4042 -3.0132
35 H -3.0737 -0.7334 -1.4021
36 H -0.7256 -1.5962 -2.4200
37 H -1.7137 -2.6627 -3.3864
38 H -1.2680 -4.0426 -1.5586
39 H -3.9712 -3.2617 -1.7532
40 H -3.2930 -4.6521 -0.9253
41 H -1.6691 -4.5166 1.0282
42 H -0.8953 -3.3615 2.1217
43 H -1.4083 -1.6001 0.2000
44 C -3.4155 -0.2853 -7.0132
45 C -4.2682 -1.5360 -6.9669
46 O -4.3091 -2.0566 -5.6350
47 H -2.4010 -0.5028 -6.6729
48 H -3.3668 0.1251 -8.0236
49 H -3.8241 0.4760 -6.3443
50 H -3.8544 -2.3082 -7.6145
51 H -5.2886 -1.3214 -7.2962
52 H -4.6855 -1.3687 -5.0717
53 C -8.4058 0.0765 -7.8906
54 C -7.4536 0.6200 -8.9415
55 O -6.7529 -0.4514 -9.5806
56 H -7.8612 -0.5011 -7.1409
57 H -8.9403 0.8860 -7.3898
58 H -9.1376 -0.5969 -8.3445
59 H -6.7121 1.2745 -8.4831
60 H -7.9948 1.1899 -9.6979
61 H -7.4089 -1.0233 -9.9934
62 C 7.3505 -0.9231 1.8760
63 C 7.0429 -1.4354 3.2695
64 O 6.2156 -0.5091 3.9685
65 H 7.8518 0.0444 1.9275
66 H 7.9889 -1.6214 1.3320
67 H 6.4283 -0.7754 1.3077
68 H 7.9605 -1.5592 3.8433
69 H 6.5308 -2.4027 3.2241
70 H 5.4000 -0.4105 3.4631
71 C 4.0414 -0.7464 6.3485
72 C 3.7349 -1.2592 7.7431
73 O 2.9093 -0.3273 8.4397
74 H 4.5454 0.2196 6.3976
75 H 4.6768 -1.4468 5.8063
76 H 3.1169 -0.5976 5.7812
77 H 4.6529 -1.3873 8.3136
78 H 3.2199 -2.2204 7.7016
79 H 2.0952 -0.2269 7.9341
80 C 2.9565 3.5291 -4.2346
81 C 2.6219 4.3894 -3.0304
82 O 2.0166 3.6092 -2.0024
83 H 2.0555 3.0533 -4.6250
84 H 3.4118 4.1246 -5.0277
85 H 3.6484 2.7295 -3.9575
86 H 1.9159 5.1725 -3.3052
87 H 3.5252 4.8624 -2.6313
88 H 2.6440 2.9225 -1.7511
89 C 1.7815 -3.0083 10.6786
90 C 0.8720 -4.0306 10.0253
91 O -0.4829 -3.8383 10.4227
92 H 1.7154 -3.0760 11.7656
93 H 2.8195 -3.1631 10.3789
94 H 1.4846 -1.9934 10.4028
95 H 1.1574 -5.0405 10.3177
96 H 0.9306 -3.9574 8.9318
97 H -0.7424 -2.9497 10.1552
98 C -7.4361 4.8358 -11.9697
99 C -8.2951 3.5873 -11.9018
100 O -8.3330 3.0686 -10.5732
101 H -6.4202 4.6175 -11.6377
102 H -7.3973 5.2297 -12.9866
103 H -7.8305 5.6124 -11.3094
104 H -7.8874 2.8081 -12.5447
105 H -9.3177 3.8043 -12.2270
106 H -8.7027 3.7533 -10.0038
107 C 1.8907 6.0482 1.7366
108 C 0.9966 5.0077 1.0875
109 O -0.3564 5.1713 1.5140
110 H 1.8413 5.9691 2.8238
111 H 2.9285 5.9246 1.4217
112 H 1.5630 7.0572 1.4725
113 H 1.3137 4.0041 1.3695
114 H 1.0358 5.0862 -0.0020
115 H -0.6385 6.0552 1.2548
116 C 5.3922 3.4650 6.6658
117 C 4.6305 3.7263 5.3808
118 O 5.4150 3.3651 4.2455
119 H 6.3265 4.0282 6.6801
120 H 4.7993 3.7458 7.5379
121 H 5.6542 2.4071 6.7452
122 H 4.3860 4.7839 5.2868
123 H 3.6967 3.1537 5.3625
124 H 5.6250 2.4261 4.3206
125 C 5.3372 -4.7978 6.3411
126 C 5.0194 -5.2942 7.7400
127 O 4.1941 -4.3610 8.4324
128 H 5.8419 -3.8309 6.3853
129 H 5.9770 -5.5049 5.8102
130 H 4.4194 -4.6558 5.7639
131 H 5.9340 -5.4144 8.3193
132 H 4.5063 -6.2605 7.6995
133 H 3.3802 -4.2617 7.9259


No. 2
Density functional theory data (ωB97M-V/def2-TZVPD) for 2 unconnected molecules or ions with the total composition C5H5Br2N2P.

Output
Molecular weight, g/mol: 283.89
F_max, eV/Å: 2.15
E_tot, eV: -157616.6550
Energy relative to the best compared isomer or geometry (same formula, charge and spin), kcal per mole: 0.0
Net charge: 0
E_HOMO, eV: -9.09

Cartesian coordinates (Å):
1 Br 0.1273 -3.0210 0.2797
2 C -1.0304 -1.7217 -0.4570
3 C -0.8113 -1.2296 -1.7376
4 N -1.6186 -0.3497 -2.2955
5 C -2.6604 0.0985 -1.6250
6 C -2.9384 -0.3228 -0.3310
7 Br -4.4287 0.3796 0.6097
8 C -2.1183 -1.2643 0.2710
9 H 0.0338 -1.5501 -2.3300
10 H -3.2891 0.8157 -2.1348
11 H -2.3093 -1.6141 1.2742
12 N 1.4500 0.0602 0.5191
13 P 2.4692 0.8616 1.2224
14 H 3.6888 1.4046 0.7630
15 H 2.5257 1.2989 2.5646


No. 3
Density functional theory data (ωB97M-V/def2-TZVPD) for a molecular structure, C24H43Cl2F5NdP2S.

Output
Molecular weight, g/mol: 735.76
F_max, eV/Å: 1.94
E_tot, eV: -108912.1340
⟨S²⟩: 3.755
2S+1: 4
Net charge: -1
E_HOMO (alpha / beta), eV: -3.66 / -3.78

Cartesian coordinates (Å):
1 Nd -0.9007 -0.0687 0.5397
2 Cl -0.9163 -1.1101 -1.9416
3 P -0.7752 2.4546 -0.9992
4 C -2.3457 2.3998 -2.0129
5 C -0.9762 3.8627 0.1930
6 C 0.5510 2.9022 -2.1815
7 C -3.2853 1.3074 -1.4848
8 H -1.9577 2.0775 -2.9982
9 C -3.1141 3.7130 -2.1978
10 H -3.6447 4.0053 -1.2842
11 H -3.8758 3.5460 -2.9732
12 H -2.4959 4.5497 -2.5373
13 H -2.8718 0.3058 -1.6811
14 H -4.2440 1.3664 -2.0129
15 H -3.4974 1.3966 -0.4050
16 H 0.4892 2.0540 -2.8860
17 C 1.9402 2.8696 -1.5285
18 C 0.2799 4.1989 -2.9483
19 H -0.5548 4.0978 -3.6515
20 H 1.1665 4.4503 -3.5413
21 H 0.0772 5.0490 -2.2863
22 H 1.9785 2.2605 -0.6154
23 H 2.3060 3.8781 -1.3056
24 H 2.6440 2.4132 -2.2350
25 C -1.9984 3.4939 1.2756
26 H -1.3614 4.6846 -0.4349
27 C 0.3456 4.2786 0.8500
28 H -3.0009 3.2788 0.8873
29 H -2.0946 4.3282 1.9822
30 H -1.6596 2.6259 1.8637
31 H 0.8566 3.4116 1.2906
32 H 0.1224 4.9800 1.6632
33 H 1.0214 4.7912 0.1581
34 Cl 0.4949 0.9911 2.5020
35 H 1.1681 -0.0591 -0.1213
36 P 0.7573 -2.6546 0.4631
37 C 1.7974 -3.3805 -0.8717
38 C 1.6812 -2.9479 2.0393
39 C -0.8045 -3.6648 0.3492
40 C 2.6684 -2.2725 -1.4773
41 H 1.0400 -3.6692 -1.6237
42 C 2.6066 -4.6256 -0.4946
43 H 3.4764 -4.3791 0.1272
44 H 2.9838 -5.0649 -1.4284
45 H 2.0109 -5.3950 0.0086
46 H 2.0278 -1.5592 -2.0038
47 H 3.3884 -2.7037 -2.1851
48 H 3.2192 -1.7193 -0.7041
49 H -1.0559 -3.4765 -0.7087
50 C -1.9344 -3.0763 1.2089
51 C -0.6312 -5.1692 0.5447
52 H -0.1145 -5.6439 -0.2974
53 H -1.6248 -5.6304 0.6021
54 H -0.1020 -5.4128 1.4720
55 H -1.6909 -2.1340 1.7404
56 H -2.2302 -3.7719 2.0020
57 H -2.8248 -2.8789 0.5948
58 C 2.9185 -2.0334 2.0592
59 H 1.9764 -4.0110 2.0053
60 C 0.8095 -2.6885 3.2735
61 H 3.7193 -2.3922 1.4022
62 H 3.3200 -1.9956 3.0799
63 H 2.6484 -1.0104 1.7636
64 H 0.4553 -1.6455 3.2843
65 H 1.4252 -2.8323 4.1713
66 H -0.0461 -3.3702 3.3511
67 F -2.3310 1.1250 7.8409
68 C -2.5634 0.8898 6.5357
69 C -2.2508 -0.3582 5.9935
70 F -1.6547 -1.3165 6.7422
71 C -2.5478 -0.6101 4.6627
72 F -2.3071 -1.8636 4.1795
73 C -3.0857 0.3670 3.8030
74 S -3.3701 0.0508 2.1412
75 C -3.4152 1.6056 4.3986
76 F -4.0035 2.5611 3.6434
77 C -3.1473 1.8754 5.7379
78 F -3.4398 3.0845 6.2582


No. 4
Density functional theory data (ωB97M-V/def2-TZVPD) for 3 unconnected molecules or ions with the total composition C27H39ClN2O8P2.

Output
Molecular weight, g/mol: 617.02
F_max, eV/Å: 2.00
E_tot, eV: -79089.8367
Net charge: 0
E_HOMO, eV: -8.04

Cartesian coordinates (Å):
1 C -0.1964 3.4503 0.2995
2 C 0.0294 2.3279 -0.0415
3 C 0.1967 0.8996 -0.3873
4 O 0.5467 0.2025 0.8111
5 C 1.8854 -0.1811 0.9211
6 C 1.9281 -1.5878 1.5803
7 O 2.4381 -2.5675 0.6605
8 C 1.5764 -2.8887 -0.3287
9 C 2.2251 -3.4121 -1.5854
10 O 0.3818 -2.7955 -0.2445
11 P 2.8779 1.0829 1.8891
12 O 4.4180 0.4935 1.7719
13 Cl 2.4153 0.7155 3.8819
14 C -1.1581 0.2988 -0.9015
15 C -1.1673 0.4895 -2.4399
16 C -1.2730 -0.8194 -3.2549
17 O -2.1836 1.0405 -0.2861
18 C -3.5087 0.4754 -0.1744
19 C -3.8650 0.3897 1.3318
20 C -3.5847 -0.9503 2.0193
21 C -2.1380 -1.4588 1.9249
22 C -3.7616 -0.8147 -0.9583
23 C -5.0925 -1.5076 -0.7518
24 O -5.1625 -2.7023 -0.8859
25 O -6.1752 -0.7864 -0.4012
26 P -4.7120 1.8151 -0.8403
27 C -3.6631 3.3208 -0.9351
28 O -5.0444 1.4690 -2.4340
29 H -0.4162 4.4904 0.3368
30 H 0.9648 0.8338 -1.1573
31 H 2.4024 -0.3003 -0.0408
32 H 2.6004 -1.5747 2.4358
33 H 0.9403 -1.8480 1.9530
34 H 3.3037 -3.5048 -1.4977
35 H 1.9183 -2.7690 -2.4066
36 H 1.8157 -4.4026 -1.7764
37 H 4.4896 -0.0777 0.9952
38 H -1.0960 -0.7472 -0.6029
39 H -2.0276 1.1178 -2.6742
40 H -0.2969 1.0369 -2.7996
41 H -0.3443 -1.1131 -3.7373
42 H -2.0004 -0.6666 -4.0553
43 H -1.6846 -1.6352 -2.6636
44 H -3.2889 1.1600 1.8445
45 H -4.9284 0.6118 1.4119
46 H -4.2597 -1.7530 1.7141
47 H -3.7815 -0.7922 3.0829
48 H -1.4416 -0.6452 2.1217
49 H -1.9165 -1.9938 1.0060
50 H -1.9926 -2.1816 2.7321
51 H -3.6991 -0.6080 -2.0303
52 H -3.0274 -1.5943 -0.7808
53 H -6.6964 -1.3048 0.2240
54 H -3.3710 3.6368 0.0629
55 H -4.2638 4.1018 -1.3982
56 H -2.7824 3.1222 -1.5521
57 H -4.2411 1.5062 -2.9747
58 C 4.2689 -1.6301 5.6213
59 C 5.5573 -2.1066 5.8020
60 C 5.7277 -3.2944 6.4971
61 N 4.7222 -4.0046 7.0053
62 C 3.4911 -3.5311 6.8233
63 C 3.2107 -2.3563 6.1414
64 H 4.0910 -0.7091 5.0848
65 H 6.4120 -1.5704 5.4126
66 H 6.7184 -3.7051 6.6594
67 H 2.6928 -4.1291 7.2495
68 H 2.1892 -2.0198 6.0220
69 C 2.8672 4.4843 -5.2890
70 C 2.4580 3.6256 -6.2953
71 C 1.4066 2.7602 -6.0344
72 N 0.7660 2.7034 -4.8680
73 C 1.1755 3.5368 -3.9100
74 C 2.2134 4.4417 -4.0687
75 H 3.6835 5.1761 -5.4529
76 H 2.9413 3.6253 -7.2625
77 H 1.0526 2.0736 -6.7957
78 H 0.6389 3.4681 -2.9680
79 H 2.5005 5.0943 -3.2558


Copy entry 4 word for word.
Density functional theory data (ωB97M-V/def2-TZVPD) for 3 unconnected molecules or ions with the total composition C27H39ClN2O8P2.

Output
Molecular weight, g/mol: 617.02
F_max, eV/Å: 2.00
E_tot, eV: -79089.8367
Net charge: 0
E_HOMO, eV: -8.04

Cartesian coordinates (Å):
1 C -0.1964 3.4503 0.2995
2 C 0.0294 2.3279 -0.0415
3 C 0.1967 0.8996 -0.3873
4 O 0.5467 0.2025 0.8111
5 C 1.8854 -0.1811 0.9211
6 C 1.9281 -1.5878 1.5803
7 O 2.4381 -2.5675 0.6605
8 C 1.5764 -2.8887 -0.3287
9 C 2.2251 -3.4121 -1.5854
10 O 0.3818 -2.7955 -0.2445
11 P 2.8779 1.0829 1.8891
12 O 4.4180 0.4935 1.7719
13 Cl 2.4153 0.7155 3.8819
14 C -1.1581 0.2988 -0.9015
15 C -1.1673 0.4895 -2.4399
16 C -1.2730 -0.8194 -3.2549
17 O -2.1836 1.0405 -0.2861
18 C -3.5087 0.4754 -0.1744
19 C -3.8650 0.3897 1.3318
20 C -3.5847 -0.9503 2.0193
21 C -2.1380 -1.4588 1.9249
22 C -3.7616 -0.8147 -0.9583
23 C -5.0925 -1.5076 -0.7518
24 O -5.1625 -2.7023 -0.8859
25 O -6.1752 -0.7864 -0.4012
26 P -4.7120 1.8151 -0.8403
27 C -3.6631 3.3208 -0.9351
28 O -5.0444 1.4690 -2.4340
29 H -0.4162 4.4904 0.3368
30 H 0.9648 0.8338 -1.1573
31 H 2.4024 -0.3003 -0.0408
32 H 2.6004 -1.5747 2.4358
33 H 0.9403 -1.8480 1.9530
34 H 3.3037 -3.5048 -1.4977
35 H 1.9183 -2.7690 -2.4066
36 H 1.8157 -4.4026 -1.7764
37 H 4.4896 -0.0777 0.9952
38 H -1.0960 -0.7472 -0.6029
39 H -2.0276 1.1178 -2.6742
40 H -0.2969 1.0369 -2.7996
41 H -0.3443 -1.1131 -3.7373
42 H -2.0004 -0.6666 -4.0553
43 H -1.6846 -1.6352 -2.6636
44 H -3.2889 1.1600 1.8445
45 H -4.9284 0.6118 1.4119
46 H -4.2597 -1.7530 1.7141
47 H -3.7815 -0.7922 3.0829
48 H -1.4416 -0.6452 2.1217
49 H -1.9165 -1.9938 1.0060
50 H -1.9926 -2.1816 2.7321
51 H -3.6991 -0.6080 -2.0303
52 H -3.0274 -1.5943 -0.7808
53 H -6.6964 -1.3048 0.2240
54 H -3.3710 3.6368 0.0629
55 H -4.2638 4.1018 -1.3982
56 H -2.7824 3.1222 -1.5521
57 H -4.2411 1.5062 -2.9747
58 C 4.2689 -1.6301 5.6213
59 C 5.5573 -2.1066 5.8020
60 C 5.7277 -3.2944 6.4971
61 N 4.7222 -4.0046 7.0053
62 C 3.4911 -3.5311 6.8233
63 C 3.2107 -2.3563 6.1414
64 H 4.0910 -0.7091 5.0848
65 H 6.4120 -1.5704 5.4126
66 H 6.7184 -3.7051 6.6594
67 H 2.6928 -4.1291 7.2495
68 H 2.1892 -2.0198 6.0220
69 C 2.8672 4.4843 -5.2890
70 C 2.4580 3.6256 -6.2953
71 C 1.4066 2.7602 -6.0344
72 N 0.7660 2.7034 -4.8680
73 C 1.1755 3.5368 -3.9100
74 C 2.2134 4.4417 -4.0687
75 H 3.6835 5.1761 -5.4529
76 H 2.9413 3.6253 -7.2625
77 H 1.0526 2.0736 -6.7957
78 H 0.6389 3.4681 -2.9680
79 H 2.5005 5.0943 -3.2558


Copy entry 3 word for word.
Density functional theory data (ωB97M-V/def2-TZVPD) for a molecular structure, C24H43Cl2F5NdP2S.

Output
Molecular weight, g/mol: 735.76
F_max, eV/Å: 1.94
E_tot, eV: -108912.1340
⟨S²⟩: 3.755
2S+1: 4
Net charge: -1
E_HOMO (alpha / beta), eV: -3.66 / -3.78

Cartesian coordinates (Å):
1 Nd -0.9007 -0.0687 0.5397
2 Cl -0.9163 -1.1101 -1.9416
3 P -0.7752 2.4546 -0.9992
4 C -2.3457 2.3998 -2.0129
5 C -0.9762 3.8627 0.1930
6 C 0.5510 2.9022 -2.1815
7 C -3.2853 1.3074 -1.4848
8 H -1.9577 2.0775 -2.9982
9 C -3.1141 3.7130 -2.1978
10 H -3.6447 4.0053 -1.2842
11 H -3.8758 3.5460 -2.9732
12 H -2.4959 4.5497 -2.5373
13 H -2.8718 0.3058 -1.6811
14 H -4.2440 1.3664 -2.0129
15 H -3.4974 1.3966 -0.4050
16 H 0.4892 2.0540 -2.8860
17 C 1.9402 2.8696 -1.5285
18 C 0.2799 4.1989 -2.9483
19 H -0.5548 4.0978 -3.6515
20 H 1.1665 4.4503 -3.5413
21 H 0.0772 5.0490 -2.2863
22 H 1.9785 2.2605 -0.6154
23 H 2.3060 3.8781 -1.3056
24 H 2.6440 2.4132 -2.2350
25 C -1.9984 3.4939 1.2756
26 H -1.3614 4.6846 -0.4349
27 C 0.3456 4.2786 0.8500
28 H -3.0009 3.2788 0.8873
29 H -2.0946 4.3282 1.9822
30 H -1.6596 2.6259 1.8637
31 H 0.8566 3.4116 1.2906
32 H 0.1224 4.9800 1.6632
33 H 1.0214 4.7912 0.1581
34 Cl 0.4949 0.9911 2.5020
35 H 1.1681 -0.0591 -0.1213
36 P 0.7573 -2.6546 0.4631
37 C 1.7974 -3.3805 -0.8717
38 C 1.6812 -2.9479 2.0393
39 C -0.8045 -3.6648 0.3492
40 C 2.6684 -2.2725 -1.4773
41 H 1.0400 -3.6692 -1.6237
42 C 2.6066 -4.6256 -0.4946
43 H 3.4764 -4.3791 0.1272
44 H 2.9838 -5.0649 -1.4284
45 H 2.0109 -5.3950 0.0086
46 H 2.0278 -1.5592 -2.0038
47 H 3.3884 -2.7037 -2.1851
48 H 3.2192 -1.7193 -0.7041
49 H -1.0559 -3.4765 -0.7087
50 C -1.9344 -3.0763 1.2089
51 C -0.6312 -5.1692 0.5447
52 H -0.1145 -5.6439 -0.2974
53 H -1.6248 -5.6304 0.6021
54 H -0.1020 -5.4128 1.4720
55 H -1.6909 -2.1340 1.7404
56 H -2.2302 -3.7719 2.0020
57 H -2.8248 -2.8789 0.5948
58 C 2.9185 -2.0334 2.0592
59 H 1.9764 -4.0110 2.0053
60 C 0.8095 -2.6885 3.2735
61 H 3.7193 -2.3922 1.4022
62 H 3.3200 -1.9956 3.0799
63 H 2.6484 -1.0104 1.7636
64 H 0.4553 -1.6455 3.2843
65 H 1.4252 -2.8323 4.1713
66 H -0.0461 -3.3702 3.3511
67 F -2.3310 1.1250 7.8409
68 C -2.5634 0.8898 6.5357
69 C -2.2508 -0.3582 5.9935
70 F -1.6547 -1.3165 6.7422
71 C -2.5478 -0.6101 4.6627
72 F -2.3071 -1.8636 4.1795
73 C -3.0857 0.3670 3.8030
74 S -3.3701 0.0508 2.1412
75 C -3.4152 1.6056 4.3986
76 F -4.0035 2.5611 3.6434
77 C -3.1473 1.8754 5.7379
78 F -3.4398 3.0845 6.2582